Record 1
Entry from the OMol25 dataset: a structure of composition C13H13Br2HoN3O (wB97M-V/def2-TZVPD).

Calculated values
⟨S²⟩   6.00
Maximum force   0.70 eV/A
Kohn-Sham gap (alpha / beta)   8.354 / 8.568 eV
Spin multiplicity   5
Energy above the lowest of the compared OMol25 structures with the same formula, charge and spin   6.03 kJ/mol
LUMO energy (alpha / beta)   -0.40130 / -0.39354 hartree
Net charge   +3

```
33
Properties=species:S:1:pos:R:3:forces:R:3:mulliken_spin:R:1
Ho 0.177103 -0.154453 0.187780 -0.6086 -0.2787 0.2201 4.032
Br 0.565857 2.694736 -0.216657 0.1192 0.1454 -0.1161 -0.004
Br 2.978910 0.574443 -0.049730 0.0315 0.0670 -0.0273 -0.005
O -2.125188 0.068245 0.365330 0.4577 0.0362 -0.0257 -0.004
N 0.069802 -2.467918 0.020062 0.0618 -0.0203 -0.0686 -0.004
N -0.386830 0.032172 2.380407 -0.0117 0.0093 0.0885 -0.006
N -0.007831 -7.826000 -0.156102 -0.0091 -0.2630 -0.0032 0.000
C -2.749931 0.053626 1.688734 -0.0968 0.0036 0.1020 -0.003
C 0.268026 0.054400 4.689462 0.0589 -0.0060 -0.1821 0.001
C -0.157763 -4.503377 -1.233551 -0.0123 0.1743 0.0495 -0.001
C 0.246079 -3.208307 1.141173 0.0956 -0.1152 0.0937 0.000
C -2.055920 0.044055 4.091900 0.1241 -0.0025 -0.2306 0.000
C 0.244535 -4.586377 1.138952 -0.0518 0.1726 -0.0559 0.000
C 2.497786 2.451876 -0.335490 0.0915 0.0961 -0.0132 0.000
C -0.134421 -3.127991 -1.144025 0.0482 -0.0837 -0.1336 -0.001
C 0.010842 -6.680539 -0.118416 0.0269 0.1653 0.0067 0.000
C 0.034107 -5.253767 -0.071152 -0.0023 0.1588 0.0008 0.000
C -1.683720 0.038557 2.754529 -0.1587 0.0223 0.1953 0.002
C -1.072809 0.045870 5.069218 0.0179 0.0144 -0.0840 0.000
C 0.569685 0.049077 3.346124 0.0650 -0.0141 0.1307 -0.002
H -3.369354 0.949344 1.783302 0.0439 -0.0799 0.0116 0.000
H 1.060844 0.065944 5.424436 0.0110 0.0052 -0.0121 0.000
H -0.277539 -2.530791 -2.043049 0.0191 -0.0522 0.0916 0.000
H 2.817697 2.725453 -1.339235 -0.0486 -0.0408 0.1165 0.000
H -1.345868 0.046981 6.116307 -0.0074 0.0052 0.0215 0.000
H 0.399504 -2.667458 2.073349 -0.0141 -0.0815 -0.1062 -0.002
H 1.606838 0.058974 3.010272 -0.1396 -0.0032 0.0555 -0.001
H -0.320186 -4.985878 -2.186337 -0.0149 -0.0139 -0.0376 0.000
H 0.397408 -5.137618 2.055186 0.0035 -0.0080 0.0401 0.000
H 2.965023 3.040239 0.452853 -0.0773 -0.0928 -0.1023 0.000
H -2.825466 0.137864 -0.301902 0.0025 -0.0043 -0.0380 0.000
H -3.385174 -0.833834 1.757897 0.0605 0.0837 0.0113 -0.001
H -3.101704 0.050051 4.363654 -0.0856 0.0008 0.0010 0.000
```
Forces are in eV/Å.


Record 2
Entry from the OMol25 dataset: an isolated molecule of C13H13BrN2OS in a non-equilibrium geometry (wB97M-V/def2-TZVPD).

Calculated values
Maximum force   2.41 eV/A
SMILES   Cc1ccc(OCCSc2ncccn2)c(Br)c1
Kohn-Sham gap   9.139 eV
Spin multiplicity   1
Energy above the lowest of the compared OMol25 structures with the same formula, charge and spin   29.76 kJ/mol
LUMO energy   0.02071 hartree
Net charge   0

```
31
Properties=species:S:1:pos:R:3:forces:R:3:mulliken_charge:R:1
Br 1.113034 -2.232040 3.611425 -0.3823 -0.0283 -0.6212 -0.151
S 1.551828 2.931324 1.239727 0.2378 0.1070 0.3988 -0.183
O 2.402472 -1.074921 1.199805 0.4622 0.3143 -0.2953 -0.471
N 0.161419 4.286532 -0.586865 0.4289 0.1598 0.3892 -0.550
N 0.084931 1.950441 -0.842335 0.3904 -0.2946 0.2047 -0.251
C -1.010359 3.335180 -2.421566 -0.1979 0.5760 -0.2439 -0.585
C 1.571944 1.165412 1.773572 -0.1834 -0.0643 -1.2554 -0.534
C -1.252671 -2.776355 0.175133 0.2202 0.2203 0.6940 0.741
C -0.766880 -2.802155 1.500765 -0.6203 -0.1537 -0.3420 -0.369
C -0.663516 2.105627 -1.947717 0.4306 -0.3800 0.8914 -0.004
C 1.238362 -1.660657 0.790889 -0.4324 -0.2672 0.7041 0.329
C 0.809757 -1.734738 -0.536108 0.4114 0.3396 0.2020 -0.419
C 0.526735 3.049715 -0.197609 -1.6763 -0.5389 -1.6474 0.350
C 2.526801 0.328353 0.922064 -0.9418 0.0187 -0.5762 -0.509
C 0.449823 -2.246635 1.805020 0.7710 0.4462 -0.3331 0.030
C -0.595358 4.420039 -1.681964 0.6816 -0.3398 0.8450 -0.079
C -0.449954 -2.241624 -0.830697 0.0946 -0.4463 0.2200 -0.602
C -2.656750 -3.200908 -0.133197 -0.8560 0.2426 -0.3598 -1.410
H 3.533561 0.623486 1.137061 0.6554 -0.1256 0.0629 0.349
H 0.560898 0.796192 1.650160 -0.2300 -0.1272 0.1264 0.269
H 1.880714 1.079965 2.807467 -0.1514 0.4995 0.2837 0.465
H -3.291019 -2.275725 -0.243566 0.4502 -0.9268 0.1100 0.270
H 1.480970 -1.379473 -1.325182 -0.3490 0.0081 0.3077 0.426
H -2.699617 -3.742676 -1.100106 -0.0556 0.2427 0.5502 0.347
H -3.112985 -3.832812 0.654026 0.3390 0.3459 -0.4233 0.352
H -0.808031 -2.278662 -1.859047 0.1346 0.0945 0.1756 0.385
H -1.602291 3.459454 -3.307796 -0.1759 -0.0026 -0.2167 0.381
H -0.891001 5.417696 -1.964484 0.0939 0.2692 0.0851 0.381
H -1.042219 1.230709 -2.471388 0.3265 -0.2173 0.3354 0.382
H 2.309913 0.514133 -0.134749 0.1020 0.0020 0.0693 0.325
H -1.360509 -3.214875 2.317262 0.0220 0.0261 -0.3411 0.335
```
Forces are in eV/Å.


Record 3
Entry from the OMol25 dataset: a cluster of 2 separate species, C13H13Cl4NO2 in total in a non-equilibrium geometry (wB97M-V/def2-TZVPD).

Calculated values
Maximum force   3.03 eV/A
SMILES   O=C1C(=O)C(Cl)=C(Cl)C(Cl)=C1Cl.C1CN2CCC1CC2
Kohn-Sham gap   5.058 eV
Spin multiplicity   1
Energy above the lowest of the compared OMol25 structures with the same formula, charge and spin   19.36 kJ/mol
LUMO energy   -0.09329 hartree
Net charge   0

```
33
Properties=species:S:1:pos:R:3:forces:R:3:mulliken_charge:R:1
Cl 0.359694 5.504432 2.324458 0.0637 -0.0694 -0.0119 -0.145
Cl -1.203427 2.787228 2.301976 -0.2443 0.0807 0.0029 -0.132
Cl 5.032878 2.789572 2.323833 0.3276 0.0663 -0.0053 -0.132
Cl 3.471089 5.513590 2.326713 -0.0950 -0.1303 -0.0058 -0.139
O 0.513848 0.452769 2.337363 1.2906 2.0201 0.0850 -0.502
O 3.306917 0.461720 2.309170 -1.1169 1.8269 0.0310 -0.549
N -0.604952 -0.943282 -0.420548 1.2197 1.7117 2.1814 -0.090
C 0.054431 -2.246591 -0.301008 -0.6099 0.9557 -0.2101 -0.765
C 0.495836 2.821641 2.319780 0.2147 1.9172 -0.0164 0.261
C 1.198430 4.016295 2.321735 -1.8215 -1.7035 -0.0005 0.250
C 1.138971 1.511387 2.330965 -0.5199 -2.1305 -0.0666 0.343
C 3.337302 2.827919 2.321388 -0.3846 1.8138 0.0138 0.255
C -2.038720 -0.981131 -0.126376 1.0962 -0.1058 -0.3364 -0.697
C 2.636632 4.021823 2.321899 1.7518 -1.6982 0.0229 0.237
C -1.569096 -2.294511 -2.207644 0.2559 0.3639 0.4754 0.099
C -0.522580 -3.118086 -1.402955 -0.3473 -0.6833 -0.7399 -0.715
C 2.682724 1.518940 2.321378 0.5007 -2.0653 -0.0491 0.254
C -0.272248 -0.226832 -1.652305 -0.3344 -0.7048 0.8517 -0.702
C -0.859003 -1.040249 -2.791720 -0.3665 -0.4806 -0.8915 -0.784
C -2.675458 -1.815876 -1.223866 -0.5536 -0.5634 -0.7171 -0.751
H -3.180589 -2.679008 -0.778176 -0.1013 -0.0140 -0.2691 0.359
H -3.418372 -1.211378 -1.754329 -0.0612 -0.2653 -0.1249 0.386
H -1.573906 -0.423319 -3.345534 0.0061 -0.2357 -0.1903 0.383
H -2.002324 -2.899470 -3.010640 0.0701 0.0979 0.1365 0.350
H -2.441742 0.040451 -0.114259 0.2182 -0.1690 0.1080 0.273
H 0.284981 -3.450913 -2.063366 -0.2244 -0.1685 -0.0988 0.373
H -0.155190 -2.668620 0.690041 0.1398 0.2479 -0.1257 0.283
H -0.998090 -3.999007 -0.959256 0.0028 -0.0741 -0.2820 0.375
H -2.192987 -1.438054 0.859632 0.1395 0.2376 -0.1263 0.310
H -0.056522 -1.342344 -3.472165 -0.2308 -0.0851 -0.1677 0.369
H -0.706820 0.781276 -1.622760 0.1742 -0.1664 0.1653 0.292
H 0.819216 -0.148340 -1.745009 -0.2156 0.0755 0.1827 0.322
H 1.139077 -2.122032 -0.418408 -0.2444 0.0978 0.1790 0.330
```
Forces are in eV/Å.